No. 1
A 2-piece molecular cluster, C5H15N2 overall at a distorted geometry, computed with ωB97M-V with the def2-TZVPD basis set.

Each line ends with the Mulliken charge.
Cartesian coordinates (Å):
C 1.66531 0.58704 0.88677  -1.033
C 0.74877 1.41273 -1.76388  -0.550
C -0.22477 -1.63178 1.04482  -0.674
C -1.10066 0.69393 0.84914  -1.041
C -1.05154 -0.99524 -1.05055  -1.189
N 0.89123 0.13779 -0.24536  -0.601
N -0.42878 -0.42844 0.16951  0.463
H 1.85810 -0.00608 1.75167  0.401
H 2.65249 0.78359 0.34097  0.350
H 1.25477 1.43253 1.30837  0.399
H 1.72094 1.80114 -1.70938  0.325
H 0.70890 0.77016 -2.64952  0.287
H -0.23990 1.94649 -1.65825  0.292
H -0.44641 -2.58935 0.45538  0.345
H 0.71376 -1.70731 1.49388  0.279
H -0.98342 -1.51614 1.77134  0.380
H -1.36273 1.35015 0.14108  0.430
H -2.00457 0.23614 1.36732  0.404
H -0.60247 1.23641 1.60197  0.418
H -1.81533 -0.43538 -1.32516  0.469
H -0.37986 -1.19217 -1.90762  0.341
H -1.57379 -1.88619 -0.87250  0.505

Cartesian forces (eV/Å) of the 3 atoms listed first:
2.21 0.71 -2.73
-2.24 -3.09 2.08
-1.35 -1.49 -1.30

Results
energy relative to the best compared isomer or geometry (same formula, charge and spin): 133.9 kcal/mol
net charge: +1
M: 103.19 g/mol
electronic energy: -8396.871 eV
HOMO level: -13.35 eV
HOMO-LUMO gap: 10.093 eV
LUMO energy: -0.1198 Ha


No. 2
An isolated ion of composition C5H15N2 and charge +1 at a distorted geometry, computed with ωB97M-V with the def2-TZVPD basis set.

Each line ends with the Mulliken charge.
Cartesian coordinates (Å):
C 0.62624 -2.10702 1.46440  -1.409
C 0.78489 -0.90817 0.56577  0.226
N 1.53007 0.18246 1.14858  -0.517
C -0.57065 -0.56275 -0.05471  -0.868
N -0.30573 0.76000 -0.96812  0.021
C -0.49785 2.05770 -0.14093  -0.844
C -1.24859 0.74536 -2.12641  -0.799
H -0.30679 -2.82475 1.16547  0.316
H 0.10853 -1.74705 2.43182  0.391
H 1.57869 -2.48532 1.84958  0.378
H 1.26450 -1.31412 -0.41154  0.367
H 2.45848 0.06140 0.93563  0.210
H 1.62855 0.07882 2.13721  0.283
H -1.30661 -0.18253 0.76972  0.231
H -0.84961 -1.36483 -0.68904  0.532
H 0.69056 0.50705 -1.02851  0.426
H -1.42015 1.92166 0.40450  0.413
H -0.07499 3.01274 -0.57952  0.360
H 0.31037 2.01885 0.65464  0.273
H -2.15814 0.24558 -1.99018  0.355
H -1.43101 1.79640 -2.50803  0.327
H -0.81077 0.10851 -3.03034  0.330

Cartesian forces (eV/Å) of the 3 atoms listed first:
-3.72 -0.36 2.20
0.05 -2.02 -2.19
-1.57 0.18 -0.02

Results
energy relative to the best compared isomer or geometry (same formula, charge and spin): 67.2 kcal/mol
net charge: +1
M: 103.19 g/mol
electronic energy: -8399.761 eV
HOMO level: -14.10 eV
HOMO-LUMO gap: 11.406 eV
SMILES string: C[C@H](N)C[NH+](C)C
LUMO energy: -0.0991 Ha


No. 3
A 2-piece molecular cluster, C5H15N2 overall at a distorted geometry, computed with ωB97M-V with the def2-TZVPD basis set.

Each line ends with the Mulliken charge.
Cartesian coordinates (Å):
N -0.29100 0.75310 -1.06818  -0.414
C -1.17789 0.80846 0.02789  0.561
C -1.36585 2.25357 0.51320  -1.522
C -0.53840 -0.12607 1.01056  -0.837
N -0.20760 -1.28772 0.17037  -0.080
C 1.07187 -1.91692 0.47703  -0.407
C 2.22235 -1.22128 -0.26672  -1.047
H -0.84070 0.99075 -1.90743  0.343
H 0.51109 2.65373 -2.10254  -0.237
H 0.82965 2.69347 -2.78761  0.255
H -2.16002 0.40494 -0.29775  0.375
H -2.10909 2.34753 1.29439  0.382
H -0.43566 2.62042 0.88610  0.417
H -1.65429 2.95176 -0.27273  0.418
H -1.21359 -0.51531 1.77709  0.362
H 0.30995 0.30868 1.51514  0.402
H -0.24230 -0.93273 -0.82591  0.335
H 0.97934 -2.95781 0.20570  0.332
H 1.25353 -1.71599 1.52228  0.356
H 2.08146 -1.23545 -1.34357  0.346
H 2.31059 -0.19223 0.03781  0.306
H 3.14722 -1.75013 -0.07097  0.356

Cartesian forces (eV/Å) of the 3 atoms listed first:
0.35 0.21 0.22
-0.91 -0.26 0.26
-0.28 0.75 -0.61

Results
energy relative to the best compared isomer or geometry (same formula, charge and spin): 152.2 kcal/mol
net charge: +1
M: 103.19 g/mol
electronic energy: -8396.075 eV
HOMO level: -14.27 eV
HOMO-LUMO gap: 6.007 eV
LUMO energy: -0.3037 Ha


No. 4
A 2-piece molecular cluster, C5H15N2O overall at a distorted geometry, computed with ωB97M-V with the def2-TZVPD basis set.

Each line ends with the Mulliken charge.
Cartesian coordinates (Å):
C -1.51703 0.98314 -0.11550  -0.861
N -0.89182 1.93897 -0.97294  -0.532
C -0.81722 -0.39702 -0.06791  -0.066
N 0.66125 -0.13948 -0.18065  -0.064
C 1.19688 -0.05024 1.19120  -0.713
C 0.39757 -1.08349 1.97543  -0.477
C -0.96552 -1.14468 1.25450  -0.866
H -2.54529 0.75731 -0.42655  0.430
H -1.65595 1.36582 0.89646  0.418
H -1.29089 2.07277 -1.88266  0.181
H -0.45151 2.73599 -0.55502  0.221
H -1.05675 -0.96447 -0.95146  0.529
H 0.74269 0.75228 -0.70716  0.358
H 1.19461 -0.80853 -0.74214  0.389
H 1.12467 0.94533 1.64052  0.319
H 2.26330 -0.26727 1.20336  0.417
H 0.86843 -2.05861 1.99861  0.301
H 0.22931 -0.82309 3.01671  0.322
H -1.35921 -2.14892 1.11828  0.339
H -1.73936 -0.64573 1.84264  0.353
H 1.83171 -1.11669 -3.28984  0.322
H 2.20164 0.35821 -3.32348  0.314
O 1.57851 -0.26159 -2.92239  -0.633

Cartesian forces (eV/Å) of the 3 atoms listed first:
-1.06 -0.33 0.30
0.74 -0.59 -0.12
0.84 0.18 -0.13

Results
energy relative to the best compared isomer or geometry (same formula, charge and spin): 7.6 kcal/mol
net charge: +1
M: 119.19 g/mol
electronic energy: -10450.233 eV
HOMO level: -13.54 eV
HOMO-LUMO gap: 10.734 eV
LUMO energy: -0.1032 Ha


No. 5
An isolated ion of composition C5H15N2O and charge +1 at a distorted geometry, computed with ωB97M-V with the def2-TZVPD basis set.

Each line ends with the Mulliken charge.
Cartesian coordinates (Å):
N -1.79817 1.46301 1.07813  -0.653
C -1.00184 2.04827 -0.03851  -0.593
C 0.45936 1.80361 0.25047  -0.642
C 1.11315 0.45391 -0.21439  -0.965
C 0.24700 -0.76894 -0.47336  0.276
N -0.59776 -1.24834 0.65734  -0.263
C 1.08912 -1.94369 -1.04568  -0.692
O 0.70308 -3.12518 -0.29096  -0.545
H -1.44934 1.89237 1.91657  0.221
H -2.77765 1.76772 1.03378  0.239
H -1.28087 1.56082 -0.97773  0.284
H -1.24198 3.09067 -0.18411  0.434
H 0.67414 2.01754 1.30079  0.415
H 1.01518 2.55406 -0.31993  0.327
H 1.57530 0.61633 -1.17874  0.450
H 1.92126 0.29949 0.50211  0.297
H -0.47664 -0.57033 -1.21869  0.248
H -1.11821 -0.42746 1.07181  0.350
H -1.25426 -1.95724 0.31438  0.396
H -0.10699 -1.77618 1.36488  0.349
H 0.76710 -2.10570 -2.06662  0.302
H 2.16685 -1.84706 -1.03631  0.430
H 1.37219 -3.79768 -0.44524  0.339

Cartesian forces (eV/Å) of the 3 atoms listed first:
-0.31 -0.11 -0.60
-0.63 -0.91 0.17
0.66 0.28 -0.93

Results
energy relative to the best compared isomer or geometry (same formula, charge and spin): 21.1 kcal/mol
net charge: +1
M: 119.19 g/mol
electronic energy: -10449.646 eV
HOMO level: -13.97 eV
HOMO-LUMO gap: 11.111 eV
SMILES string: NCCC[C@H]([NH3+])CO
LUMO energy: -0.1051 Ha


No. 6
C5H15N2O as an isolated structure at a distorted geometry, computed with ωB97M-V with the def2-TZVPD basis set.

Each line ends with the Mulliken charge.
Cartesian coordinates (Å):
C -0.54497 0.49081 -0.31772  -1.146
C -1.52051 -0.69650 -0.32708  0.024
C -3.05960 -0.27098 -0.39930  -0.090
C -3.54473 0.56040 0.80536  -1.269
N 5.81130 0.11433 -1.28412  -0.493
C 4.49809 -0.14757 -0.52130  -0.191
N 3.17963 0.20983 -0.50203  -0.453
H -0.48679 0.65023 0.68222  0.581
H 0.32623 0.15010 -0.76359  0.428
H -0.93410 1.22415 -1.13232  0.306
H -1.13569 -1.54379 -0.93717  0.395
H -1.16937 -1.02061 1.15883  0.250
H -4.76684 0.88587 0.70313  0.303
H -3.28303 0.34426 -1.37990  0.335
H -3.12243 1.45720 1.12448  0.420
H -3.55418 -0.02693 1.71227  0.375
H 6.18834 0.98693 -1.03250  0.255
H 4.88140 -0.14454 -1.83483  0.355
H 4.68168 -1.10183 -0.02528  0.299
H 3.19613 1.24845 -0.60157  0.229
H -3.72476 -1.21916 -0.36247  0.285
H -0.85003 -1.36665 2.95756  0.294
O -1.06578 -0.78397 2.27734  -0.490

Cartesian forces (eV/Å) of the 3 atoms listed first:
-2.77 -2.15 -3.63
-2.06 3.76 -5.08
-0.14 -1.76 1.15

Results
energy relative to the best compared isomer or geometry (same formula, charge and spin): 263.2 kcal/mol
net charge: +1
M: 119.19 g/mol
electronic energy: -10439.148 eV
HOMO level: -12.77 eV
HOMO-LUMO gap: 4.367 eV
LUMO energy: -0.3087 Ha


No. 7
A 2-piece molecular cluster, C5H15N2O overall at a distorted geometry, computed with ωB97M-V with the def2-TZVPD basis set.

Each line ends with the Mulliken charge.
Cartesian coordinates (Å):
C -0.27375 1.99691 0.13524  -0.752
N 1.11408 1.82014 0.48154  -0.497
C -0.98072 0.52996 0.04048  -0.105
N 0.09113 -0.29711 -0.64538  -0.095
C 0.39445 -1.45999 0.32277  -0.535
C -0.41646 -1.31026 1.58526  -0.568
C -1.37308 -0.18728 1.32912  -0.633
H -0.29436 2.59499 -0.78666  0.378
H -0.86717 2.66695 0.77169  0.380
H 1.81300 2.33447 -0.02634  0.201
H 1.37085 1.61511 1.43209  0.171
H -1.82713 0.76797 -0.63168  0.328
H 0.96638 0.17742 -0.85292  0.402
H -0.24459 -0.77626 -1.51441  0.462
H 1.51195 -1.36476 0.58473  0.277
H 0.21028 -2.43227 -0.16816  0.316
H -1.05911 -2.12462 1.93209  0.311
H 0.21622 -1.14346 2.48595  0.278
H -2.44196 -0.44976 1.29725  0.393
H -1.51605 0.69500 2.05413  0.303
H 1.22716 -0.51830 -3.67612  0.310
H 1.45564 -1.96607 -3.11955  0.313
O 0.92321 -1.16879 -3.03112  -0.639

Cartesian forces (eV/Å) of the 3 atoms listed first:
-0.17 -0.45 0.49
0.26 -0.35 -0.11
0.92 2.86 -1.57

Results
energy relative to the best compared isomer or geometry (same formula, charge and spin): 29.9 kcal/mol
net charge: +1
M: 119.19 g/mol
electronic energy: -10449.264 eV
HOMO level: -13.31 eV
HOMO-LUMO gap: 10.485 eV
LUMO energy: -0.1040 Ha


No. 8
An isolated ion of composition C5H15N2O and charge +1 at a distorted geometry, computed with ωB97M-V with the def2-TZVPD basis set.

Each line ends with the Mulliken charge.
Cartesian coordinates (Å):
C -2.14246 -1.78385 -0.78148  -0.768
N -1.65601 -1.14480 0.48405  -0.417
C -0.10322 -1.21762 0.48507  -0.789
C 0.45186 -0.36875 -0.80047  -0.945
C 0.74575 1.13117 -0.58418  0.019
N -0.46609 1.53303 0.32759  -0.378
C 2.09707 1.49775 0.23363  -0.651
O 2.03242 1.08036 1.56833  -0.521
H -1.96972 -2.93060 -0.81994  0.316
H -1.90993 -1.22578 -1.67063  0.283
H -3.29209 -1.66466 -1.00536  0.310
H -1.80396 -1.51119 1.39255  0.224
H -0.01472 -2.35346 0.49834  0.456
H 0.16213 -0.59625 1.33292  0.452
H -0.17707 -0.53823 -1.66247  0.421
H 1.37737 -0.86100 -1.07978  0.446
H 0.80086 1.76491 -1.46455  0.374
H -0.81513 2.46869 0.15787  0.381
H -1.26871 0.85090 0.22202  0.332
H -0.26090 1.60207 1.37377  0.381
H 2.39100 2.59727 0.32165  0.326
H 3.01987 1.14388 -0.30840  0.409
H 2.80168 0.52616 1.77947  0.339

Cartesian forces (eV/Å) of the 3 atoms listed first:
-3.38 -1.73 1.12
2.13 1.80 -2.63
-2.36 0.89 -2.09

Results
energy relative to the best compared isomer or geometry (same formula, charge and spin): 71.1 kcal/mol
net charge: +1
M: 119.19 g/mol
electronic energy: -10447.478 eV
HOMO level: -13.17 eV
HOMO-LUMO gap: 10.131 eV
SMILES string: CNCC[C@@H]([NH3+])CO
LUMO energy: -0.1117 Ha


No. 9
A 2-piece molecular cluster, C5H15N2O overall at a distorted geometry, computed with ωB97M-V with the def2-TZVPD basis set.

Each line ends with the Mulliken charge.
Cartesian coordinates (Å):
C -0.52226 0.32512 2.61316  -1.414
C -0.76691 0.31024 1.05187  -0.088
C 0.47842 1.01880 0.50334  -0.628
C 0.72677 0.86688 -0.98351  -0.817
C -0.31919 0.89383 -1.81733  -0.099
N -0.14055 0.65315 -3.17794  -0.491
N -0.84637 -1.15750 0.70835  -0.200
H -0.12647 -0.65962 2.78578  0.431
H -1.53173 0.24958 3.05124  0.411
H 0.04169 1.15396 3.07715  0.342
H -1.62985 0.86522 0.69043  0.362
H 1.32249 0.63943 1.06068  0.414
H 0.33189 2.09171 0.72229  0.399
H 1.74737 0.83713 -1.31309  0.623
H -1.37894 0.79893 -1.47669  0.275
H 0.63099 1.10374 -3.64366  0.208
H -0.90521 0.54694 -3.82369  0.208
H -1.39651 -1.27726 -0.15307  0.393
H -1.31281 -1.64160 1.47584  0.402
H 0.08973 -1.56559 0.53440  0.293
H 2.12215 -2.57490 -0.10574  0.293
H 1.88092 -1.52249 -1.27426  0.315
O 1.50438 -1.95570 -0.50554  -0.632

Cartesian forces (eV/Å) of the 3 atoms listed first:
-2.49 -0.28 -0.77
2.06 1.44 1.67
-0.15 -0.03 -1.10

Results
energy relative to the best compared isomer or geometry (same formula, charge and spin): 34.3 kcal/mol
net charge: +1
M: 119.19 g/mol
electronic energy: -10449.074 eV
HOMO level: -11.60 eV
HOMO-LUMO gap: 8.630 eV
LUMO energy: -0.1090 Ha


No. 10
A 2-piece molecular cluster, C5H15N2O overall at a distorted geometry, computed with ωB97M-V with the def2-TZVPD basis set.

Each line ends with the Mulliken charge.
Cartesian coordinates (Å):
C -1.78300 -1.26452 -1.92146  -1.424
C -0.98975 -0.76439 -0.78200  0.536
C 0.37275 -1.48064 -0.72611  -1.086
C 1.32413 -1.33123 0.46826  -0.711
C 2.22222 0.47969 1.85695  -0.346
N 1.33367 0.01993 1.02093  -0.327
N -0.64128 0.81699 -0.78518  -0.334
H -2.85019 -1.33532 -1.68128  0.368
H -1.57422 -2.15600 -2.34158  0.469
H -1.89336 -0.44982 -2.68660  0.304
H -1.50862 -0.85121 0.21658  0.360
H 0.18899 -2.65588 -0.70090  0.362
H 0.83258 -1.14365 -1.54643  0.450
H 0.81125 -1.90029 1.39392  0.307
H 2.32406 -1.72736 0.38115  0.498
H 2.23790 1.45426 2.33013  0.288
H 3.14628 -0.12660 1.92706  0.212
H -1.52934 1.32709 -0.49397  0.240
H -0.41902 1.23154 -1.67538  0.356
H 0.16457 0.96818 -0.12427  0.435
H -1.06525 2.71441 1.91738  0.341
H -1.75130 2.36749 0.60185  0.275
O -1.10489 2.82391 0.93230  -0.573

Cartesian forces (eV/Å) of the 3 atoms listed first:
-3.34 4.64 -0.27
1.76 0.50 2.98
-1.41 -3.26 3.36

Results
energy relative to the best compared isomer or geometry (same formula, charge and spin): 81.4 kcal/mol
net charge: +1
M: 119.19 g/mol
electronic energy: -10447.032 eV
HOMO level: -13.71 eV
HOMO-LUMO gap: 10.570 eV
LUMO energy: -0.1153 Ha